Molecular formula: C2H2N2OP
Method: DFT, ωB97M-V with the def2-TZVPD basis set

```
! RIJCOSX wB97M-V def2-TZVPD def2/J DEFGRID3
* xyz 1 1
C 0.434 -0.900 -0.016
C 0.722 0.471 0.102
N 0.974 -1.978 -0.063
N 3.371 -0.121 0.028
O 4.360 -0.695 0.019
P 2.370 1.084 -0.021
H -0.687 -1.074 -0.358
H -0.050 1.325 -0.139
*
```

The calculation puts the HOMO-LUMO gap (alpha / beta) at 0.239 / 0.256 hartree. For the energy above the lowest of the compared OMol25 structures with the same formula, charge and spin, the calculation gives 4.882 eV.

---

Molecular formula: C10H38N2O9
Method: DFT, ωB97M-V with the def2-TZVPD basis set

```
! RIJCOSX wB97M-V def2-TZVPD def2/J DEFGRID3
* xyz 0 1
N -0.330 5.162 -1.993
C 0.034 3.930 -2.439
N 1.343 3.757 -2.733
O -0.792 2.968 -2.515
H -1.303 5.350 -2.164
H 0.291 5.948 -2.229
H 2.026 4.330 -2.301
H 1.536 2.826 -3.009
C -3.243 -2.042 -0.747
C -1.777 -2.066 -1.220
C -1.733 -2.224 -2.708
O -1.153 -0.673 -0.863
H -3.678 -2.942 -1.146
H -3.745 -1.208 -1.273
H -3.387 -2.103 0.347
H -1.216 -2.841 -0.621
H -2.094 -1.296 -3.157
H -2.417 -3.045 -3.059
H -0.747 -2.427 -3.077
H -0.150 -0.784 -0.827
C -1.876 0.382 3.958
C -0.908 -0.784 4.123
C -1.024 -1.664 2.904
O 0.452 -0.301 4.272
H -2.763 0.034 3.447
H -1.358 1.062 3.275
H -2.228 0.798 4.893
H -1.169 -1.478 4.938
H -1.902 -2.331 2.909
H -0.217 -2.398 2.884
H -1.006 -1.096 1.965
H 0.816 -0.634 5.130
C 3.754 -2.013 -1.342
C 2.396 -2.761 -1.158
C 1.893 -2.494 0.268
O 1.382 -2.200 -2.019
H 4.202 -2.231 -2.281
H 4.448 -2.350 -0.582
H 3.740 -0.944 -1.193
H 2.503 -3.823 -1.332
H 2.496 -2.709 1.134
H 1.009 -3.046 0.494
H 1.613 -1.455 0.303
H 1.693 -2.077 -2.897
O -1.793 2.165 0.181
H -1.831 2.526 -0.733
H -1.828 1.235 -0.051
O -0.320 3.141 2.369
H -1.010 2.880 1.721
H -0.139 4.059 2.227
O 1.649 0.981 -3.367
H 0.678 1.042 -3.443
H 1.808 0.750 -2.463
O 1.685 1.109 2.250
H 1.054 1.817 2.453
H 1.486 0.457 2.917
O 1.292 1.083 -0.491
H 1.320 0.968 0.513
H 0.539 1.681 -0.439
*
```

Its SMILES is NC(N)=O.CC(C)O.CC(C)O.CC(C)O.O.O.O.O.O. The calculation puts the HOMO-LUMO gap at 0.390 hartree. For the energy above the lowest of the compared OMol25 structures with the same formula, charge and spin, the calculation gives 0.000 eV.

---

Molecular formula: C3H12NO2S
Method: DFT, ωB97M-V with the def2-TZVPD basis set

```
! RIJCOSX wB97M-V def2-TZVPD def2/J DEFGRID3
* xyz -1 1
C 1.743 -2.169 0.066
C 1.257 -0.689 -0.237
C 0.469 -0.163 1.011
S -0.995 -1.071 1.492
N 0.393 -0.557 -1.387
H 1.666 -2.931 -0.690
H 2.762 -2.296 0.552
H 1.008 -2.457 0.825
H 2.018 0.077 -0.462
H 0.078 0.889 0.777
H 1.082 -0.011 1.912
H 0.171 0.444 -1.470
H -0.506 -1.099 -1.099
H -2.085 0.621 1.033
H -3.443 1.346 0.827
O -2.451 1.461 0.587
H -1.385 3.041 -1.952
H -1.047 2.494 -0.529
O -0.738 3.070 -1.255
*
```

The calculation puts the HOMO-LUMO gap at 0.251 hartree. For the energy above the lowest of the compared OMol25 structures with the same formula, charge and spin, the calculation gives 0.844 eV.